1.
ORCA calculation (ωB97M-V/def2-TZVPD) on a structure of composition C43H62BN5O5PPtS.

For the HOMO energy (spin up / spin down), the calculation gives -4.2839 / -4.2832 eV. The orbital gap (spin up / spin down) is 0.2464 / 0.2464 Eh. As for the net charge: -1.

Last column: Löwdin charge in e.
Geometry (Å):
Pt 0.411 1.693 0.697  1.159
B 2.314 1.137 3.700  -0.408
N 2.900 1.298 2.254  -0.048
C 4.221 1.300 2.051  -0.096
C 4.475 1.108 0.703  -0.049
C 3.213 1.008 0.130  -0.141
N 2.278 1.116 1.074  -0.131
N 0.759 1.242 3.792  -0.065
C 0.096 1.117 4.952  -0.105
C -1.253 1.318 4.722  -0.077
C -1.330 1.549 3.349  -0.168
N -0.114 1.505 2.811  -0.058
H 2.615 0.035 4.119  0.064
H 2.820 2.010 4.367  0.065
H 4.890 1.400 2.890  0.119
H 5.430 1.062 0.209  0.090
H 2.922 0.874 -0.898  0.091
H 0.638 0.913 5.862  0.119
H -2.054 1.297 5.440  0.092
H -2.177 1.754 2.714  0.099
C 0.152 1.436 -3.785  -0.068
C 1.262 1.979 -2.888  -0.384
C 2.634 1.619 -3.464  -0.071
C 1.117 3.470 -2.667  -0.132
C 1.071 4.317 -3.765  -0.065
C 0.876 5.682 -3.626  -0.113
C 0.680 6.191 -2.351  -0.079
C 0.722 5.390 -1.215  -0.131
C 0.386 6.077 0.105  -0.366
C -1.129 6.321 0.168  -0.070
C 0.832 5.416 1.409  -0.083
C 1.029 4.011 -1.355  -0.280
O 1.303 3.309 -0.270  -0.253
H 0.208 0.345 -3.863  0.064
H 0.228 1.849 -4.795  0.076
H -0.831 1.684 -3.393  0.050
H 1.165 1.498 -1.914  0.076
H 2.726 1.975 -4.495  0.074
H 2.781 0.533 -3.478  0.067
H 3.440 2.073 -2.882  0.077
H 1.183 3.892 -4.759  0.102
H 0.868 6.333 -4.491  0.085
H 0.491 7.254 -2.224  0.104
H 0.878 7.057 0.066  0.124
H -1.651 5.360 0.213  0.076
H -1.489 6.856 -0.712  0.068
H -1.394 6.896 1.060  0.070
H 0.328 4.465 1.572  0.050
H 0.583 6.084 2.241  0.072
H 1.903 5.218 1.427  0.080
O 0.246 -1.023 0.669  -0.358
P 0.178 -2.515 0.670  0.808
C -0.025 -2.936 -1.094  -0.332
C 0.895 -2.038 -1.957  -0.181
C 1.095 -2.633 -3.354  -0.194
C -0.205 -3.260 -3.849  -0.187
C -0.604 -4.469 -2.982  -0.181
C -0.008 -4.386 -1.568  -0.194
C 1.663 -3.148 1.548  -0.327
C 1.746 -4.614 2.002  -0.186
C 2.365 -5.557 0.973  -0.198
C 3.707 -5.035 0.471  -0.203
C 3.549 -3.635 -0.110  -0.193
C 2.983 -2.671 0.928  -0.184
C -1.224 -3.346 1.521  -0.345
C -1.199 -3.202 3.053  -0.193
C -1.553 -1.790 3.500  -0.201
C -2.927 -1.390 2.976  -0.192
C -2.965 -1.496 1.455  -0.188
C -2.600 -2.904 0.995  -0.179
H -1.040 -2.555 -1.249  0.087
H 1.861 -1.868 -1.476  0.088
H 0.423 -1.055 -2.033  0.092
H 1.888 -3.391 -3.342  0.107
H 1.429 -1.849 -4.037  0.099
H -0.116 -3.564 -4.895  0.104
H -0.990 -2.499 -3.810  0.106
H -0.280 -5.400 -3.455  0.102
H -1.694 -4.517 -2.908  0.108
H 1.020 -4.759 -1.578  0.087
H -0.570 -5.039 -0.895  0.105
H 1.536 -2.530 2.449  0.116
H 0.769 -4.993 2.305  0.089
H 2.372 -4.634 2.903  0.121
H 1.684 -5.680 0.126  0.088
H 2.484 -6.548 1.421  0.107
H 4.131 -5.718 -0.271  0.106
H 4.414 -4.997 1.309  0.112
H 2.886 -3.681 -0.981  0.088
H 4.509 -3.256 -0.471  0.114
H 2.854 -1.671 0.515  0.081
H 3.713 -2.564 1.740  0.123
H -1.084 -4.407 1.276  0.107
H -0.234 -3.494 3.469  0.092
H -1.938 -3.906 3.459  0.118
H -0.803 -1.095 3.112  0.092
H -1.517 -1.724 4.590  0.111
H -3.180 -0.377 3.297  0.089
H -3.685 -2.059 3.407  0.113
H -2.245 -0.793 1.028  0.092
H -3.952 -1.230 1.069  0.114
H -2.654 -2.963 -0.091  0.082
H -3.341 -3.615 1.385  0.119
O -1.543 2.242 0.330  -0.163
C -2.224 1.556 -0.494  -0.493
N -1.766 0.654 -1.333  -0.008
S -2.974 -0.010 -2.197  0.634
O -2.959 0.425 -3.567  -0.295
O -3.032 -1.434 -1.967  -0.310
C -4.302 0.818 -1.350  -0.212
C -5.669 0.724 -1.499  -0.036
C -6.453 1.565 -0.716  -0.079
C -5.872 2.466 0.172  -0.072
C -4.490 2.548 0.305  -0.001
C -3.716 1.710 -0.475  -0.132
H -6.114 0.019 -2.190  0.119
H -7.532 1.521 -0.800  0.100
H -6.507 3.110 0.766  0.101
H -4.021 3.240 0.993  0.119


2.
ORCA calculation (ωB97M-V/def2-TZVPD) on the ion C5H11O2 with charge -1.

For the HOMO energy, the calculation gives -2.0671 eV. The orbital gap is 0.2045 Eh. As for the net charge: -1. The SMILES is [O-]CCCCCO.

Last column: Löwdin charge in e.
Geometry (Å):
O -3.356 0.063 0.181  -0.393
C -2.070 0.312 0.484  -0.552
C -1.107 0.433 -0.829  -0.187
C 0.333 0.992 -0.460  -0.253
C 1.075 0.359 0.823  -0.187
C 1.278 -1.104 0.348  -0.247
O 1.933 -1.173 -1.030  -0.159
H -1.655 -0.425 1.265  0.072
H -1.912 1.180 1.066  0.044
H -1.544 1.215 -1.426  0.067
H -0.873 -0.472 -1.517  0.108
H 0.984 0.717 -1.382  0.096
H 0.337 2.121 -0.186  0.106
H 0.476 0.447 1.758  0.098
H 2.132 0.871 0.814  0.123
H 0.394 -1.677 0.112  0.092
H 1.864 -1.721 1.049  0.096
H 1.711 -2.137 -1.070  0.078


3.
ORCA calculation (ωB97M-V/def2-TZVPD) on an isolated molecule of C4H8N2.

For the HOMO energy, the calculation gives -8.0791 eV. The orbital gap is 0.3376 Eh. The SMILES is C[C@@]12C[C@@H]1NN2.

Last column: Löwdin charge in e.
Geometry (Å):
C 0.277 -0.450 -1.678  -0.023
C 0.060 -0.078 -0.228  -0.420
C 0.701 -0.636 0.986  -0.042
C 0.447 0.886 0.856  -0.165
N -0.976 1.164 1.121  -0.029
N -1.391 0.135 0.198  -0.011
H 0.140 0.321 -2.402  0.061
H -0.291 -1.438 -1.833  0.118
H 1.278 -0.697 -1.995  0.063
H 1.699 -0.977 0.840  0.092
H 0.173 -1.148 1.754  0.093
H 1.187 1.530 0.989  0.077
H -1.453 0.954 2.017  0.112
H -1.850 0.434 -0.625  0.074


4.
ORCA calculation (ωB97M-V/def2-TZVPD) on a cluster of 2 separate species, C3H4Si in total.

For the HOMO energy (spin up / spin down), the calculation gives -8.5875 / -8.5892 eV. The orbital gap (spin up / spin down) is 0.2850 / 0.2850 Eh. The SMILES is C#[SiH].C#C.

Last column: Löwdin charge in e.
Geometry (Å):
C 2.752 -1.024 -0.574  -0.359
Si 1.886 0.325 -0.034  0.688
H 3.844 -0.845 -0.483  -0.128
H 0.717 0.855 0.538  -0.183
C -1.316 -0.431 -0.067  -0.049
C -2.042 0.479 0.312  0.016
H -0.753 -1.329 -0.333  0.036
H -2.582 1.317 0.352  -0.021